(w)
2 unconnected molecules or ions with the total composition C5H12O2. Source: the Open Molecules 2025 dataset; level of theory: ωB97M-V/def2-TZVPD.

## Properties
LUMO energy ... 0.015 Eh
HOMO level ... -9.76 eV

Each line ends with the natural charge from an NBO analysis.
Atoms and positions in Å:
O (1.10389, -0.54645, 2.61505)  -0.55
O (-1.51249, -4.93077, -2.95312)  -0.94
C (1.17296, -3.16484, 3.88143)  -0.60
C (0.71437, -2.98874, 2.42591)  -0.51
C (-0.32906, -1.28231, 0.80711)  -0.51
C (0.51192, -1.50297, 2.05989)  0.60
C (0.00000, 0.00000, 0.00000)  -0.60
H (1.49424, -3.50089, 1.83013)  0.24
H (1.09285, 0.13225, -0.06925)  0.21
H (-1.41400, -1.19099, 1.00714)  0.24
H (-0.23744, -3.53297, 2.27323)  0.22
H (0.68826, -2.43978, 4.55668)  0.22
H (-0.18324, -2.14538, 0.12940)  0.21
H (-0.42954, 0.88062, 0.50657)  0.22
H (0.84596, -4.18014, 4.16222)  0.21
H (-0.41317, -0.05472, -1.02123)  0.21
H (-0.95631, -4.72898, -2.16686)  0.47
H (2.26538, -3.09677, 4.01781)  0.22
H (-1.77626, -5.87144, -2.83552)  0.47

(x)
C5H12O2 in the gas phase. Source: the Open Molecules 2025 dataset; level of theory: ωB97M-V/def2-TZVPD.

## Properties
LUMO energy ... 0.036 Eh
HOMO level ... -9.96 eV

Each line ends with the natural charge from an NBO analysis.
Atoms and positions in Å:
O (0.38871, 0.61294, 0.82218)  -0.58
O (0.55705, 1.96014, -1.86929)  -0.72
C (-1.06609, -1.31803, 0.91920)  -0.64
C (-0.05848, -0.53793, 0.08715)  0.11
C (1.04051, 0.50299, 2.08913)  -0.25
C (0.24304, 0.63474, -2.23081)  -0.06
C (-0.69157, -0.05219, -1.23259)  -0.44
H (0.79787, -1.18466, -0.17907)  0.16
H (-1.48217, -2.18244, 0.38842)  0.22
H (-0.59665, -1.68023, 1.83837)  0.21
H (1.15494, 0.02687, -2.36868)  0.15
H (-1.52194, 0.63310, -1.01646)  0.22
H (2.02341, 0.97968, 2.00345)  0.18
H (1.18801, -0.51529, 2.47953)  0.18
H (0.79994, 1.93169, -0.93366)  0.48
H (-1.12984, -0.92940, -1.72992)  0.21
H (-0.24195, 0.69131, -3.21436)  0.18
H (0.48116, 1.05171, 2.86262)  0.18
H (-1.88329, -0.64062, 1.18646)  0.21

Of them, (w) has the highest stability.

(w)
C5H12O2 in the gas phase. Source: the Open Molecules 2025 dataset; level of theory: ωB97M-V/def2-TZVPD.

## Properties
LUMO energy ... 0.027 Eh
HOMO level ... -10.00 eV

Each line ends with the natural charge from an NBO analysis.
Atoms and positions in Å:
O (0.40152, 0.94839, 1.06060)  -0.74
O (-1.15416, -1.45781, 1.44069)  -0.72
C (-0.60547, 0.51732, -1.04343)  -0.42
C (0.21497, -1.77989, 1.34378)  -0.06
C (-0.81836, 1.99989, -1.33436)  -0.61
C (0.87239, -1.25241, 0.06657)  -0.46
C (0.61818, 0.25145, -0.17251)  0.10
H (1.22381, 0.93761, 1.56413)  0.47
H (0.04041, 2.42062, -1.87228)  0.20
H (-1.17673, -0.50086, 1.58714)  0.48
H (-0.47560, -0.03569, -1.98218)  0.20
H (-0.94051, 2.56398, -0.40544)  0.22
H (0.76179, -1.40218, 2.22197)  0.15
H (1.49371, 0.69083, -0.67726)  0.16
H (-1.48396, 0.08473, -0.54991)  0.21
H (-1.70842, 2.15537, -1.95246)  0.21
H (0.49691, -1.81496, -0.79658)  0.21
H (0.28912, -2.87246, 1.37066)  0.18
H (1.95039, -1.45394, 0.13087)  0.21

(x)
A molecular structure, C5H12O2. Source: the Open Molecules 2025 dataset; level of theory: ωB97M-V/def2-TZVPD.

## Properties
LUMO energy ... 0.024 Eh
HOMO level ... -8.67 eV

Each line ends with the natural charge from an NBO analysis.
Atoms and positions in Å:
O (-0.77383, 0.45514, -1.51977)  -0.78
O (2.21277, -0.04365, -0.06973)  -0.71
C (-0.49985, 1.29288, 0.75672)  -0.46
C (-1.91295, 1.82088, 1.01568)  -0.60
C (1.11450, -2.06069, -0.96434)  -0.67
C (1.05968, -0.84250, -0.05679)  -0.05
C (-0.61380, 0.14840, -0.22921)  0.20
H (-1.19869, -0.70796, 0.16655)  0.14
H (2.87965, -0.45950, -0.63009)  0.48
H (1.29759, -1.77190, -2.00701)  0.22
H (0.81068, -1.12072, 0.97105)  0.19
H (-1.89012, 2.71296, 1.64850)  0.22
H (-2.52554, 1.06603, 1.52373)  0.20
H (0.12725, 2.06352, 0.29807)  0.23
H (0.32645, -0.13326, -1.00158)  0.49
H (-0.03018, 0.97435, 1.69452)  0.20
H (0.15842, -2.59263, -0.93457)  0.24
H (-2.40189, 2.07851, 0.07111)  0.23
H (1.90220, -2.75260, -0.64510)  0.22

(y)
2 unconnected molecules or ions with the total composition C5H12O2. Source: the Open Molecules 2025 dataset; level of theory: ωB97M-V/def2-TZVPD.

## Properties
LUMO energy ... 0.030 Eh
HOMO level ... -10.04 eV

Each line ends with the natural charge from an NBO analysis.
Atoms and positions in Å:
O (1.74058, -0.30225, 0.22086)  -0.72
O (-0.30445, 0.13503, -1.71756)  -0.55
C (-0.31064, 3.00876, 0.03747)  -0.86
C (0.71732, -2.48273, -0.16164)  -0.64
C (0.71149, -1.17747, 0.63445)  0.11
C (-1.08199, -0.13522, -0.82356)  0.45
C (-0.65495, -0.47684, 0.58134)  -0.55
H (0.92905, -1.39848, 1.68443)  0.18
H (1.51608, -0.03990, -0.68523)  0.48
H (-2.17064, -0.12860, -1.02772)  0.12
H (0.44223, 2.21690, 0.04810)  0.22
H (-0.58504, 0.47102, 1.13536)  0.26
H (-1.02017, 2.85589, 0.85603)  0.20
H (-0.07629, -3.15758, 0.17872)  0.21
H (0.18167, 3.97440, 0.16682)  0.22
H (0.56226, -2.28572, -1.22747)  0.21
H (1.67845, -2.99133, -0.05096)  0.22
H (-1.43105, -1.07948, 1.06652)  0.22
H (-0.84391, 2.99362, -0.91596)  0.22

(z)
2 unconnected molecules or ions with the total composition C5H12O2. Source: the Open Molecules 2025 dataset; level of theory: ωB97M-V/def2-TZVPD.

## Properties
LUMO energy ... 0.028 Eh
HOMO level ... -9.48 eV

Each line ends with the natural charge from an NBO analysis.
Atoms and positions in Å:
O (1.14379, -0.07350, -0.99484)  -0.56
O (-0.76966, -0.43203, 1.50511)  -0.72
C (1.79535, 0.17281, 0.25803)  -0.07
C (0.89565, 1.22610, 0.86820)  -0.45
C (-0.48503, 0.64466, 0.62510)  0.05
C (-0.40202, 0.13304, -0.80382)  0.10
C (-1.64357, -0.80380, -1.10277)  -0.63
H (0.31453, -2.16235, -0.66787)  -0.09
H (-1.27419, 1.40301, 0.67534)  0.18
H (0.84671, -1.67641, -0.89449)  0.06
H (-1.63070, -1.30365, -2.07456)  0.23
H (1.09001, 1.45350, 1.91755)  0.21
H (-2.51767, -0.11959, -1.13681)  0.22
H (2.83014, 0.53282, 0.13271)  0.20
H (-1.88741, -1.54093, -0.33075)  0.23
H (-0.62314, -0.11109, 2.40482)  0.47
H (0.99005, 2.13865, 0.26994)  0.21
H (1.84315, -0.73514, 0.88350)  0.18
H (-0.49409, 0.92986, -1.52831)  0.20

Of them, (w) has the highest stability.

(w)
2 unconnected molecules or ions with the total composition C5H12O2. Source: the Open Molecules 2025 dataset; level of theory: ωB97M-V/def2-TZVPD.

## Properties
LUMO energy ... 0.028 Eh
HOMO level ... -9.46 eV

Each line ends with the natural charge from an NBO analysis.
Atoms and positions in Å:
O (-1.67399, 0.01023, 0.49462)  -0.72
O (1.50068, -0.11385, 0.26507)  -0.56
C (0.10257, 1.67775, 0.51472)  -0.45
C (0.33898, -0.30416, -0.79015)  0.10
C (-0.37471, -1.59475, -1.36986)  -0.63
C (-0.70694, 0.68239, -0.29727)  0.05
C (1.03983, 0.77655, 1.28944)  -0.07
H (-1.20231, -1.99348, -0.77354)  0.23
H (-1.17966, 1.14431, -1.17118)  0.18
H (1.86208, 1.34066, 1.76112)  0.20
H (1.03018, -1.54378, 0.87180)  0.06
H (0.29244, -2.41731, -1.63836)  0.23
H (0.70324, 2.27384, -0.18066)  0.21
H (-0.83612, -1.26744, -2.32588)  0.22
H (0.51251, 0.23961, 2.09682)  0.18
H (-2.23958, 0.68859, 0.88709)  0.47
H (-0.51484, 2.33741, 1.12607)  0.21
H (0.44221, -2.02004, 0.86538)  -0.09
H (0.90345, 0.08345, -1.62525)  0.20

(x)
3 unconnected molecules or ions with the total composition C5H12O2. Source: the Open Molecules 2025 dataset; level of theory: ωB97M-V/def2-TZVPD.

## Properties
LUMO energy ... 0.014 Eh
HOMO level ... -9.40 eV

Each line ends with the natural charge from an NBO analysis.
Atoms and positions in Å:
O (-1.78888, 0.86848, 2.19673)  -0.95
O (0.50752, 2.52849, 2.83637)  -0.93
C (-1.12205, 0.52882, -1.80848)  -0.41
C (0.18435, 0.29082, -1.55208)  -0.17
C (0.85679, -0.43468, -0.36866)  -0.50
C (1.44946, -1.87511, -0.46714)  -0.17
C (1.00305, -2.77555, -1.34686)  -0.40
H (0.91807, 1.03577, -2.01216)  0.20
H (1.62970, 0.15386, 0.18309)  0.23
H (0.07618, 1.75744, 2.65859)  0.47
H (-2.64632, 0.92590, 1.68172)  0.48
H (-1.89672, 0.31125, -1.05825)  0.19
H (-0.01393, -0.49656, 0.39053)  0.22
H (2.42322, -2.14714, 0.03927)  0.21
H (-2.13366, 1.44649, 2.99212)  0.48
H (1.42067, -3.74497, -1.47617)  0.20
H (0.25218, -2.48767, -2.09048)  0.19
H (-1.39173, 1.08592, -2.76758)  0.21
H (0.27210, 3.02842, 1.96945)  0.46

Of them, (w) has the highest stability.